(1)
A cluster of 2 separate species, C4H11N2O in total, computed with the ωB97M-V functional and the def2-TZVPD basis.

As for the charge: -1. Its spin multiplicity is 1. As for the total energy: -9353.9600 eV. The HOMO energy is -3.026 eV.

CARTESIAN COORDINATES (ANGSTROEM)
O (0.38446, -0.54935, -1.67504)
N (0.59431, 0.93563, 0.47315)
N (-0.50198, -0.21120, 2.21346)
C (-0.99779, -0.62830, -1.81500)
C (0.24021, 0.74664, 1.74093)
C (-1.63958, -1.65415, -0.88940)
C (1.92869, 1.48790, 0.32615)
H (0.53090, 0.00762, -0.80362)
H (-1.45437, 0.34893, -1.60026)
H (-1.26622, -0.84810, -2.85487)
H (2.68852, 0.68531, 0.37407)
H (-1.44030, -1.39936, 0.15425)
H (-1.26762, -2.64900, -1.10965)
H (2.19136, 2.17476, 1.15213)
H (-2.72749, -1.69686, -1.06176)
H (0.56271, 1.55635, 2.43790)
H (-0.53654, -0.08910, 3.22196)
H (2.00146, 1.95731, -0.65405)

So, what does the natural (NBO) scheme give us? The charges, in e, come out as: O -0.810; N -0.725; N -0.844; C -0.046; C 0.281; C -0.645; C -0.408; H 0.494; H 0.142; H 0.129; H 0.150; H 0.255; H 0.181; H 0.143; H 0.170; H 0.057; H 0.301; H 0.177

=====

(2)
A structure of composition C4H11N2O, computed with the ωB97M-V functional and the def2-TZVPD basis.

As for the charge: -1. Its spin multiplicity is 1. As for the total energy: -9350.3025 eV. The HOMO energy is -3.043 eV.

CARTESIAN COORDINATES (ANGSTROEM)
O (1.92677, 1.19101, 1.03692)
N (-2.24307, 0.20671, 1.16233)
N (-1.56750, 0.34677, -1.78539)
C (-0.93056, -0.42027, 0.86231)
C (1.17959, -0.39443, -0.62786)
C (-0.26135, 0.13178, -0.39571)
C (2.13829, -0.04527, 0.60221)
H (-1.00229, 1.10829, -2.15432)
H (3.17004, -0.21411, 0.18016)
H (-2.86150, 0.11325, 0.36081)
H (1.94279, -0.89816, 1.31250)
H (1.15518, -1.48150, -0.87846)
H (-0.82966, -0.46164, -1.39900)
H (-1.04247, -1.51080, 0.80991)
H (-0.27458, -0.18537, 1.70614)
H (-0.09709, 1.19664, -0.29081)
H (1.57924, 0.13705, -1.49495)
H (-1.98185, 1.18004, 0.99322)

So, what does the natural (NBO) scheme give us? The charges, in e, come out as: O -0.938; N -0.828; N -0.908; C -0.255; C -0.456; C -0.165; C 0.016; H 0.319; H 0.083; H 0.358; H 0.061; H 0.164; H 0.359; H 0.167; H 0.238; H 0.252; H 0.190; H 0.341

=====

(3)
A cluster of 2 separate species, C4H11N2O in total, computed with the ωB97M-V functional and the def2-TZVPD basis.

As for the charge: -1. Its spin multiplicity is 1. As for the total energy: -9353.4364 eV. The HOMO energy is -3.043 eV.

CARTESIAN COORDINATES (ANGSTROEM)
O (-0.13189, -1.07584, 0.33100)
N (0.68279, 2.41714, -0.73579)
N (1.72094, 0.27122, -0.83507)
C (-1.47779, -2.50519, 1.78033)
C (-0.57868, 1.85290, -0.16169)
C (1.61514, 1.59210, -1.09595)
C (-1.34071, -1.82774, 0.39657)
H (2.35814, -0.29807, -1.38639)
H (-1.23669, 2.73711, 0.07786)
H (-0.36763, 1.46318, 0.82577)
H (-1.29509, -2.57599, -0.38965)
H (-2.31221, -3.20874, 1.81249)
H (-2.21956, -1.19516, 0.22907)
H (0.92417, -0.14716, -0.29339)
H (2.34595, 1.96541, -1.81008)
H (-0.55650, -3.06476, 2.05008)
H (-1.60621, -1.74119, 2.57026)
H (-1.11315, 1.18125, -0.85354)

So, what does the natural (NBO) scheme give us? The charges, in e, come out as: O -1.007; N -0.587; N -0.847; C -0.629; C -0.444; C 0.275; C -0.039; H 0.366; H 0.157; H 0.206; H 0.110; H 0.163; H 0.103; H 0.471; H 0.126; H 0.191; H 0.187; H 0.198

=====

(4)
A cluster of 2 separate species, C4H11N2O in total, computed with the ωB97M-V functional and the def2-TZVPD basis.

As for the charge: -1. Its spin multiplicity is 1. As for the total energy: -9353.2010 eV. The HOMO energy is -2.628 eV.

CARTESIAN COORDINATES (ANGSTROEM)
O (0.24044, 3.05430, -0.10238)
N (-0.17237, -1.93238, -0.16729)
N (-0.77560, 0.91563, 0.38431)
C (1.08329, -2.43848, 0.01493)
C (0.35935, 1.74795, -0.23219)
C (2.23896, -1.76978, 0.06278)
C (-2.05521, 1.54290, 0.02473)
H (2.29296, -0.69815, -0.07533)
H (-2.12928, 2.55933, 0.41466)
H (-2.10961, 1.61130, -1.06308)
H (3.17656, -2.27635, 0.24033)
H (0.39661, 1.38425, -1.29252)
H (1.26672, 1.32337, 0.26668)
H (-0.92614, -2.58492, -0.24995)
H (-0.40152, -0.92386, -0.14055)
H (1.07038, -3.52108, 0.13163)
H (-2.89763, 0.94965, 0.39944)
H (-0.65790, 1.05632, 1.38378)

So, what does the natural (NBO) scheme give us? The charges, in e, come out as: O -0.936; N -0.850; N -0.711; C 0.027; C 0.139; C -0.587; C -0.422; H 0.208; H 0.196; H 0.181; H 0.182; H 0.054; H 0.067; H 0.361; H 0.444; H 0.159; H 0.155; H 0.334

=====

(5)
A structure of composition C4H11N2O, computed with the ωB97M-V functional and the def2-TZVPD basis.

As for the charge: -1. Its spin multiplicity is 1. As for the total energy: -9349.8293 eV. The HOMO energy is -2.462 eV.

CARTESIAN COORDINATES (ANGSTROEM)
O (-0.67388, -2.36868, 1.95705)
N (1.00954, 2.44202, 0.21916)
N (0.39443, 0.92199, -2.14505)
C (1.10973, 0.37356, -1.19981)
C (1.45186, 1.04672, 0.17608)
C (-1.81122, -0.85017, 0.53944)
C (-0.92173, -2.12458, 0.66348)
H (1.02240, 0.48719, 1.00870)
H (1.77120, -0.48886, -1.41900)
H (-0.17454, 0.45439, -1.17629)
H (-1.15630, 0.03628, 0.60333)
H (0.10339, 2.49119, -0.22515)
H (2.54018, 0.98472, 0.25865)
H (-1.44023, -2.95765, 0.11117)
H (-2.36354, -0.81586, -0.41640)
H (1.64265, 2.98178, -0.36073)
H (-0.00123, -1.90648, 0.03617)
H (-2.50270, -0.70758, 1.36919)

So, what does the natural (NBO) scheme give us? The charges, in e, come out as: O -0.947; N -0.827; N -0.631; C 0.039; C -0.308; C -0.644; C -0.002; H 0.241; H 0.143; H 0.407; H 0.148; H 0.365; H 0.195; H 0.065; H 0.163; H 0.342; H 0.044; H 0.206

=====

(6)
The ion C4H11N2O with charge -1, computed with the ωB97M-V functional and the def2-TZVPD basis.

As for the charge: -1. Its spin multiplicity is 1. The structure (SMILES) is C[C@@H](N)CNC[O-]. As for the total energy: -9353.1533 eV. The HOMO energy is -2.595 eV.

CARTESIAN COORDINATES (ANGSTROEM)
O (1.76601, 0.89229, 1.18596)
N (-0.85023, -0.61119, 1.33178)
N (-0.09978, 1.65177, -0.29575)
C (-0.91531, -0.77181, -0.14862)
C (-0.46146, -2.12426, -0.69147)
C (-0.01640, 0.30999, -0.87393)
C (0.94026, 1.85451, 0.85645)
H (1.48651, 2.79601, 0.40349)
H (0.61181, -2.21380, -0.44601)
H (1.05089, -0.02609, -0.90152)
H (-0.35707, 0.40867, -1.91677)
H (-1.97703, -0.54405, -0.35151)
H (-0.29605, -1.37884, 1.70640)
H (-0.44071, -2.12917, -1.78927)
H (0.41609, 2.46199, 1.64993)
H (0.33667, 2.26910, -0.96117)
H (-0.24224, 0.16897, 1.54830)
H (-0.95199, -3.01410, -0.30630)

So, what does the natural (NBO) scheme give us? The charges, in e, come out as: O -0.910; N -0.857; N -0.706; C -0.058; C -0.627; C -0.236; C 0.132; H 0.005; H 0.209; H 0.186; H 0.162; H 0.163; H 0.335; H 0.199; H 0.070; H 0.341; H 0.398; H 0.194

=====

(7)
A structure of composition C4H11N2O, computed with the ωB97M-V functional and the def2-TZVPD basis.

Its spin multiplicity is 2. As for the total energy: -9346.3652 eV. The HOMO energy (alpha / beta) is -8.267 / -8.257 eV.

CARTESIAN COORDINATES (ANGSTROEM)
O (-2.13546, -1.46037, 0.26624)
N (2.63129, 0.45489, -0.71878)
N (-1.50248, 0.80833, 0.24629)
C (2.06872, -0.34015, 0.32980)
C (-2.48215, -0.35144, -0.24371)
C (-0.22898, 0.61644, -0.14753)
C (0.82186, 0.35733, 0.90560)
H (2.47275, -0.01556, -1.61929)
H (-2.33041, -0.31142, -1.36323)
H (-0.20508, -0.79036, -1.53295)
H (-3.50020, 0.01204, -0.04418)
H (-1.58640, 0.71436, 1.25212)
H (-0.44149, -0.43558, -0.85890)
H (2.77666, -0.32796, 1.14813)
H (0.43516, -0.26848, 1.70121)
H (1.87082, -1.37983, 0.05798)
H (0.17190, 1.43734, -0.74279)
H (1.16349, 1.28043, 1.36397)

So, what does the natural (NBO) scheme give us? The charges, in e, come out as: O -0.737; N -0.409; N -0.565; C -0.298; C 0.135; C 0.079; C -0.449; H 0.301; H 0.087; H 0.231; H 0.135; H 0.377; H 0.006; H 0.219; H 0.233; H 0.189; H 0.219; H 0.246

=====

(8)
A structure of composition C4H11N2O, computed with the ωB97M-V functional and the def2-TZVPD basis.

As for the charge: +1. Its spin multiplicity is 1. As for the total energy: -9345.1360 eV. The HOMO energy is -13.894 eV.

CARTESIAN COORDINATES (ANGSTROEM)
O (3.17918, 0.04441, -0.95776)
N (0.77058, -0.36235, 0.04589)
N (-1.58505, 0.23420, 0.26421)
C (-0.71842, -1.32166, 1.77609)
C (-1.76904, 1.27399, -0.77378)
C (1.99946, 0.46885, -1.23868)
C (-0.47121, -0.42412, 0.62221)
H (-2.09062, 2.10432, -0.22484)
H (-1.71558, -1.17101, 2.26805)
H (-0.69706, -2.37374, 1.54765)
H (1.60955, -0.93931, 0.67108)
H (0.04138, -1.19331, 2.46982)
H (1.92016, 1.56620, -1.03185)
H (3.63712, -0.83204, -1.29192)
H (1.52334, 0.11584, -2.23419)
H (-0.86837, 1.49999, -1.47491)
H (-2.18638, 0.20181, 1.02403)
H (-2.57905, 1.10793, -1.46111)

So, what does the natural (NBO) scheme give us? The charges, in e, come out as: O -0.651; N -0.724; N -0.526; C -0.678; C -0.426; C 0.259; C 0.538; H 0.222; H 0.236; H 0.267; H 0.406; H 0.245; H 0.217; H 0.546; H 0.205; H 0.221; H 0.409; H 0.233